Entry 1:
{
  "formula": "CH8NO",
  "method": "ωB97M-V/def2-TZVPD",
  "total_charge": 1,
  "e_lumo_ev": -4.227,
  "gap_ev": 10.62,
  "e_tot_ev": -4696.570,
  "elements": ["N", "H", "H", "H", "H", "C", "O", "H", "H", "H", "H"],
  "positions_angstrom": [[0.311, -1.736, -0.836], [0.634, -2.379, -0.107], [-0.693, -1.828, -1.244], [1.012, -2.001, -1.624], [0.539, -0.782, -0.578], [0.006, 1.648, 0.701], [-0.762, 0.386, 0.552], [-0.752, 2.450, 0.422], [0.803, 1.629, -0.030], [0.422, 1.823, 1.799], [-1.519, 0.791, 0.944]],
  "forces_ev_per_a": [[1.083, -1.270, -3.272], [-1.058, 0.060, 0.369], [2.055, 0.086, 1.448], [-1.599, 0.650, 1.129], [-0.617, 0.410, 0.386], [-0.415, 0.652, 1.084], [1.513, 1.312, 0.349], [1.418, -0.570, 0.440], [0.277, 0.210, 0.048], [-0.918, -0.545, -2.357], [-1.738, -0.995, 0.374]],
  "mulliken_charge": [-0.49, 0.38, 0.41, 0.44, 0.27, -0.58, -0.53, 0.30, 0.26, 0.23, 0.32]
}



Entry 2:
{
  "formula": "CH8NO2",
  "method": "ωB97M-V/def2-TZVPD",
  "total_charge": 1,
  "e_lumo_ev": -4.409,
  "gap_ev": 11.69,
  "e_tot_ev": -6743.953,
  "elements": ["C", "N", "H", "H", "H", "H", "H", "H", "O", "H", "H", "O"],
  "positions_angstrom": [[-0.251, -0.312, -1.088], [0.589, -0.899, -0.400], [-0.733, -0.730, -1.944], [-0.545, 0.694, -0.675], [1.142, -0.425, 0.402], [0.957, -1.927, -0.635], [1.786, 1.988, 1.186], [2.737, 1.260, 0.146], [2.142, 1.115, 0.930], [-2.968, -0.878, 0.826], [-2.512, 0.481, 0.736], [-2.345, -0.366, 0.516]],
  "forces_ev_per_a": [[-1.993, 2.877, 0.639], [4.358, -4.029, 1.601], [-0.182, -0.307, -0.387], [0.366, -1.016, -1.112], [-1.170, -0.282, -1.213], [-1.220, 2.888, 0.502], [0.425, -0.562, -0.206], [-0.732, 0.113, 1.269], [0.265, 0.297, -1.127], [-5.156, -4.137, 2.557], [-1.151, 4.352, 1.298], [6.191, -0.194, -3.820]],
  "mulliken_charge": [-0.15, -0.13, 0.36, 0.23, 0.33, 0.32, 0.35, 0.37, -0.72, 0.25, 0.29, -0.51]
}



Entry 3:
{
  "formula": "CH8NO3",
  "method": "ωB97M-V/def2-TZVPD",
  "total_charge": -1,
  "e_lumo_ev": 4.443,
  "gap_ev": 8.30,
  "e_tot_ev": -8800.027,
  "elements": ["N", "C", "O", "H", "H", "H", "H", "H", "H", "O", "H", "H", "O"],
  "positions_angstrom": [[0.583, 1.728, -0.531], [0.663, 0.380, -1.094], [0.073, -0.562, -0.317], [-0.180, 2.294, -0.846], [1.024, 1.894, 0.345], [0.188, 0.422, -2.121], [1.793, 0.257, -1.176], [0.571, -0.232, 1.213], [-0.250, -0.255, 2.504], [0.602, 0.066, 2.185], [-1.928, -2.239, 0.624], [-1.182, -1.558, -0.458], [-1.956, -2.196, -0.328]],
  "forces_ev_per_a": [[0.185, 0.420, -1.767], [0.274, 0.130, 0.449], [0.449, -0.306, -0.013], [-0.188, 0.092, 0.631], [-0.294, 0.063, 0.538], [0.618, 0.115, 0.558], [-0.837, -0.486, -0.377], [-0.412, 0.125, 0.078], [0.171, 0.156, -0.055], [0.074, -0.315, 0.019], [-0.226, -0.224, 0.484], [-0.020, 0.055, -0.323], [0.206, 0.175, -0.222]],
  "mulliken_charge": [-0.46, -0.40, -0.98, 0.15, 0.21, 0.32, 0.18, 0.46, 0.26, -0.73, 0.24, 0.49, -0.74]
}



Entry 4:
{
  "formula": "CH8NO3Si",
  "method": "ωB97M-V/def2-TZVPD",
  "total_charge": 1,
  "e_lumo_ev": -3.542,
  "gap_ev": 12.11,
  "e_tot_ev": -16674.269,
  "elements": ["C", "N", "O", "O", "O", "Si", "H", "H", "H", "H", "H", "H", "H", "H"],
  "positions_angstrom": [[2.221, 0.594, -0.753], [0.959, 0.527, -1.507], [-0.874, -0.491, -0.033], [-1.544, 0.261, 2.474], [-3.025, -1.595, 1.351], [-1.776, -0.627, 1.183], [2.067, 1.179, 0.154], [3.013, 1.050, -1.343], [0.665, 1.454, -1.826], [1.050, -0.087, -2.318], [0.181, 0.127, -0.860], [2.526, -0.409, -0.462], [-2.101, 0.211, 3.253], [-3.362, -2.193, 0.686]],
  "forces_ev_per_a": [[0.709, 0.129, 0.461], [-0.324, -0.010, -0.107], [0.087, -0.046, -0.162], [0.164, 0.162, 0.097], [0.024, 0.206, 0.381], [-0.134, -0.084, -0.084], [-0.050, -0.028, -0.139], [-0.121, -0.027, -0.030], [0.077, -0.256, -0.024], [-0.102, 0.195, 0.080], [-0.021, -0.005, -0.254], [-0.113, 0.018, -0.084], [-0.153, -0.040, 0.182], [-0.044, -0.215, -0.317]],
  "mulliken_charge": [-0.82, -0.27, -0.51, -0.46, -0.53, 0.73, 0.32, 0.36, 0.37, 0.37, 0.38, 0.32, 0.38, 0.37]
}



Entry 5:
{
  "formula": "CH8NS",
  "method": "ωB97M-V/def2-TZVPD",
  "total_charge": 1,
  "e_lumo_ev": -4.105,
  "gap_ev": 9.61,
  "e_tot_ev": -13484.101,
  "elements": ["N", "H", "H", "H", "H", "C", "S", "H", "H", "H", "H"],
  "positions_angstrom": [[0.648, 1.774, 0.490], [-0.020, 1.421, -0.285], [1.314, 1.232, 1.054], [0.221, 2.535, 0.997], [1.342, 1.999, -0.325], [-0.524, -1.619, 0.173], [-0.867, -0.282, -1.095], [-1.368, -2.296, 0.340], [-0.155, -1.253, 1.087], [0.140, -2.378, -0.204], [-0.731, -1.133, -2.232]],
  "forces_ev_per_a": [[2.079, 0.587, -3.672], [0.110, -1.480, 1.792], [-1.257, -0.785, 0.136], [0.374, 0.720, 0.025], [-0.961, 1.152, 1.953], [-0.890, -1.099, -1.586], [-0.096, -2.498, -0.782], [-0.601, 0.943, 0.174], [0.321, 0.724, 1.000], [1.001, 0.375, -0.443], [-0.080, 1.360, 1.404]],
  "mulliken_charge": [-0.41, 0.15, 0.36, 0.36, 0.47, -0.79, -0.32, 0.34, 0.26, 0.35, 0.23]
}



Entry 6:
{
  "formula": "CH8NS2",
  "method": "ωB97M-V/def2-TZVPD",
  "total_charge": 1,
  "e_lumo_ev": -3.793,
  "gap_ev": 9.46,
  "e_tot_ev": -24320.608,
  "elements": ["C", "N", "H", "H", "H", "H", "H", "H", "S", "S", "H", "H"],
  "positions_angstrom": [[0.723, -1.545, -0.670], [1.254, -0.600, 0.362], [0.209, -0.988, -1.471], [0.005, -2.247, -0.213], [1.547, -2.126, -1.117], [1.931, 0.065, -0.063], [0.480, -0.050, 0.787], [1.739, -1.120, 1.121], [-1.590, 1.820, 1.328], [-1.463, 2.192, -0.693], [-2.785, 1.191, 1.330], [-2.051, 3.407, -0.700]],
  "forces_ev_per_a": [[-0.386, -0.709, -0.776], [0.308, 0.147, 0.226], [0.297, -0.078, 0.521], [0.394, 0.465, -0.036], [-0.282, 0.395, 0.351], [-0.493, -0.415, 0.399], [0.291, -0.091, -0.118], [-0.326, 0.470, -0.509], [-0.008, -0.232, -0.058], [-0.103, 0.177, -0.024], [0.169, 0.029, 0.049], [0.141, -0.158, -0.025]],
  "mulliken_charge": [-0.74, -0.23, 0.31, 0.33, 0.34, 0.39, 0.17, 0.39, -0.26, -0.16, 0.23, 0.21]
}



Entry 7:
{
  "formula": "CH8O2S2",
  "method": "ωB97M-V/def2-TZVPD",
  "e_lumo_ev": 0.230,
  "gap_ev": 9.31,
  "smiles": "CSS.O.O",
  "e_tot_ev": -26932.202,
  "elements": ["C", "S", "S", "H", "H", "H", "H", "H", "H", "O", "H", "H", "O"],
  "positions_angstrom": [[-0.760, 1.131, -2.239], [-0.276, 0.116, -0.828], [-1.908, -1.175, -0.751], [-1.599, 1.752, -1.973], [0.088, 1.697, -2.573], [-1.061, 0.476, -3.060], [-2.363, -0.666, 0.396], [0.357, -2.243, 0.901], [0.763, -1.216, 1.972], [0.247, -2.020, 1.836], [2.745, 0.984, 2.583], [1.739, 0.750, 1.440], [2.028, 0.415, 2.295]],
  "forces_ev_per_a": [[-0.440, -0.718, -0.190], [-0.109, -0.373, -0.188], [0.494, 0.318, 0.098], [-0.152, 0.393, 0.049], [0.433, 0.425, 0.024], [0.062, 0.049, 0.080], [-0.262, -0.075, 0.094], [-0.033, 0.053, 0.259], [0.142, -0.106, 0.136], [-0.049, -0.018, -0.241], [0.042, 0.031, -0.016], [0.070, 0.160, 0.002], [-0.200, -0.137, -0.107]],
  "mulliken_charge": [-0.88, -0.01, -0.23, 0.30, 0.30, 0.32, 0.19, 0.30, 0.34, -0.60, 0.30, 0.30, -0.64]
}



Entry 8:
{
  "formula": "CH8O5",
  "method": "ωB97M-V/def2-TZVPD",
  "total_charge": 1,
  "e_lumo_ev": [-5.363, -10.805],
  "multiplicity": 2,
  "gap_ev": [9.89, 4.44],
  "e_tot_ev": -11393.315,
  "elements": ["O", "C", "O", "H", "H", "H", "H", "O", "H", "H", "O", "H", "H", "O"],
  "positions_angstrom": [[1.595, -0.453, 1.010], [1.496, 0.293, 1.941], [0.403, 1.150, 2.039], [2.273, 0.331, 2.760], [0.214, 1.397, 1.037], [-0.924, 0.674, -0.826], [-0.055, 1.697, -1.293], [-0.408, 1.354, -0.420], [-0.757, -0.058, -3.556], [-0.251, -1.181, -2.628], [-0.980, -0.625, -2.808], [-1.606, -1.631, 1.151], [-0.074, -1.384, 1.064], [-0.926, -1.565, 0.529]],
  "forces_ev_per_a": [[0.407, -1.146, -1.411], [-2.660, 3.649, 2.346], [3.645, -1.709, -1.134], [-0.656, -0.167, -0.509], [-0.956, -0.529, 0.499], [-1.157, -1.665, 0.155], [-0.021, 0.219, 1.689], [1.439, 1.465, -1.702], [0.073, -0.338, -0.028], [1.261, -0.972, 0.002], [-1.294, 1.448, 0.149], [-1.982, -0.157, 1.720], [-2.205, -0.955, -1.292], [4.106, 0.858, -0.483]],
  "mulliken_charge": [-0.13, 0.34, -0.30, 0.35, 0.48, 0.34, 0.35, -0.65, 0.33, 0.32, -0.65, 0.35, 0.34, -0.49]
}